(1)
A structure of composition C25H62AlClN11O7P3S at a distorted geometry, computed with wB97M-V/def2-TZVPD.

Last column: Mulliken charge in e.
CARTESIAN COORDINATES (ANGSTROEM)
O -2.462 -5.003 6.656  -0.51
C -2.834 -5.659 5.538  0.48
Cl -4.327 -6.810 5.576  -0.29
C -1.984 -5.514 4.134  -0.43
Al -1.952 -3.606 3.355  -0.72
C -1.248 -2.370 4.839  -0.54
C -2.308 -1.223 5.344  -0.50
S -3.640 -1.891 6.528  -0.06
C -5.129 -2.393 5.509  0.25
N -6.548 -1.875 5.435  -0.34
N -7.379 -2.524 4.493  -0.34
C -6.494 -3.576 3.850  -0.02
O -5.183 -3.471 4.508  0.00
C -0.592 -3.670 1.766  0.46
O 0.249 -4.708 1.679  -0.67
O -0.689 -2.551 0.809  -0.59
H -0.855 -5.778 4.405  0.19
H -2.334 -6.274 3.314  0.32
H -3.326 -3.141 2.704  -0.16
H -0.275 -1.857 4.427  0.35
H -0.957 -3.017 5.775  0.28
H -2.763 -0.583 4.475  0.23
H -1.674 -0.460 6.008  0.29
H -6.762 -4.335 2.999  0.32
O -3.592 0.557 -0.194  -0.84
P -3.502 1.330 -1.533  0.93
N -4.680 0.329 -2.280  0.19
C -4.404 -1.051 -2.653  -1.04
C -5.988 0.381 -1.615  -1.20
N -1.927 0.771 -1.905  0.37
C -1.529 0.018 -3.082  -1.24
C -1.029 0.454 -0.794  -1.45
N -3.398 2.218 -3.072  0.06
C -2.602 3.451 -2.897  -1.14
C -4.645 2.623 -3.737  -1.03
H -3.772 -1.089 -3.542  0.27
H -5.315 -1.583 -2.952  0.34
H -3.935 -1.611 -1.842  0.35
H -6.238 1.412 -1.341  0.37
H -6.009 -0.227 -0.702  0.35
H -6.783 0.034 -2.284  0.33
H -1.638 -1.060 -2.926  0.36
H -0.477 0.209 -3.323  0.39
H -2.086 0.300 -3.980  0.35
H -1.238 -0.539 -0.386  0.68
H -1.129 1.194 0.008  0.25
H 0.022 0.486 -1.105  0.36
H -3.117 4.159 -2.238  0.34
H -2.411 3.936 -3.861  0.47
H -1.622 3.242 -2.459  0.17
H -5.311 3.156 -3.050  0.37
H -5.180 1.768 -4.159  0.29
H -4.444 3.276 -4.596  0.36
O 0.152 8.889 -0.328  -0.88
P 0.448 7.423 -0.728  0.90
N 0.509 6.907 0.909  0.19
C 1.610 7.258 1.794  -1.02
C -0.754 7.116 1.628  -1.18
N 2.025 7.757 -1.304  0.24
C 3.266 7.174 -0.822  -1.18
C 2.290 9.086 -1.854  -1.04
N 0.788 5.737 -1.187  0.04
C 0.611 5.559 -2.644  -1.07
C 0.019 4.663 -0.543  -1.03
H 2.499 6.674 1.550  0.28
H 1.396 6.994 2.836  0.35
H 1.847 8.323 1.755  0.27
H -1.605 6.838 0.996  0.36
H -0.884 8.162 1.932  0.35
H -0.807 6.483 2.520  0.34
H 3.684 7.748 0.010  0.37
H 4.018 7.157 -1.620  0.39
H 3.156 6.132 -0.508  0.31
H 2.473 9.816 -1.060  0.27
H 1.445 9.429 -2.462  0.30
H 3.159 9.079 -2.523  0.32
H -0.439 5.685 -2.929  0.33
H 0.951 4.568 -2.963  0.37
H 1.199 6.283 -3.215  0.35
H -1.058 4.849 -0.605  0.26
H 0.298 4.531 0.506  0.31
H 0.227 3.691 -1.010  0.49
O 5.594 -3.006 -0.574  -0.85
P 5.036 -4.286 -1.243  0.84
N 3.610 -4.259 -0.287  0.35
C 3.621 -4.581 1.133  -0.76
C 2.805 -3.048 -0.485  -1.14
N 6.202 -5.324 -0.541  0.29
C 5.941 -6.465 0.320  -1.20
C 7.521 -4.770 -0.234  -1.05
N 4.394 -5.758 -2.012  0.04
C 5.212 -6.118 -3.189  -1.13
C 2.995 -5.764 -2.464  -0.95
H 3.729 -5.657 1.281  0.21
H 2.665 -4.342 1.612  0.13
H 4.411 -4.053 1.670  0.27
H 2.757 -2.789 -1.549  0.33
H 3.218 -2.187 0.054  0.27
H 1.772 -3.204 -0.154  0.33
H 5.888 -6.171 1.374  0.38
H 6.742 -7.208 0.228  0.39
H 5.023 -6.998 0.059  0.32
H 7.509 -4.217 0.710  0.27
H 7.854 -4.100 -1.034  0.30
H 8.281 -5.557 -0.163  0.32
H 5.114 -5.364 -3.979  0.34
H 4.918 -7.094 -3.590  0.38
H 6.273 -6.198 -2.936  0.32
H 2.774 -4.895 -3.093  0.33
H 2.294 -5.784 -1.626  0.27
H 2.767 -6.671 -3.039  0.36

Atoms 1-2, force components in eV/Å:
-3.0 -4.6 -6.8
4.5 3.9 3.5

## Properties
Kohn-Sham gap	2.111	eV
DFT total energy	-4243.1101	a.u.
lowest unoccupied orbital energy	1.56	eV
charge	-2

=====

(2)
A structure of composition C4H4F3O4S at a distorted geometry, computed with wB97M-V/def2-TZVPD.

Last column: Mulliken charge in e.
CARTESIAN COORDINATES (ANGSTROEM)
C 1.204 0.388 -1.497  0.40
C -0.144 -1.364 -0.719  -0.53
C -0.061 0.798 0.664  -0.26
C 0.445 -0.011 -0.471  0.35
O 1.894 1.682 -1.167  -0.24
O 1.494 -0.189 -2.525  -0.71
O 3.579 -0.066 -0.622  -0.54
O 2.762 1.462 1.100  -0.57
F -0.029 -2.173 0.385  -0.31
F -1.273 1.511 0.355  -0.35
F 4.171 2.238 -0.615  -0.39
S 2.936 1.135 -0.242  1.29
H 0.435 -1.705 -1.664  0.24
H -1.214 -1.326 -0.866  0.22
H 0.600 1.666 0.872  0.20
H -0.472 -0.012 1.413  0.20

Atoms 1-2, force components in eV/Å:
-0.9 -1.3 -1.8
0.8 0.9 -1.8

## Properties
Kohn-Sham gap	8.203	eV
DFT total energy	-1153.5756	a.u.
lowest unoccupied orbital energy	3.61	eV
charge	-1

=====

(3)
A structure of composition C26H46AsMoO3PS5Si3, computed with wB97M-V/def2-TZVPD.

Last column: Mulliken charge in e.
CARTESIAN COORDINATES (ANGSTROEM)
Mo 0.562 0.023 -0.530  -0.38
C -2.346 -0.765 -6.098  -1.22
C -1.335 0.241 -5.622  -0.17
O -1.649 0.566 -4.230  -0.09
P -0.507 1.043 -3.265  0.90
S -1.306 1.375 -1.461  -0.81
S 0.927 -0.340 -2.970  -0.36
O 0.042 2.321 -3.987  -0.35
C 1.234 3.038 -3.524  0.60
C 1.362 4.285 -4.353  -1.53
H -2.176 -0.985 -7.153  0.40
H -3.358 -0.376 -5.988  0.31
H -2.263 -1.695 -5.534  0.24
H -1.374 1.172 -6.183  0.28
H -0.320 -0.156 -5.670  0.38
H 2.082 2.366 -3.644  0.25
H 1.111 3.246 -2.464  -0.23
H 1.430 4.044 -5.414  0.37
H 2.270 4.817 -4.065  0.39
H 0.512 4.949 -4.196  0.35
O 1.677 1.635 -0.702  0.38
C 2.462 1.662 0.465  2.38
C 3.775 2.357 0.163  -0.49
C 4.641 2.978 1.011  -0.37
C 5.805 3.461 0.347  -0.76
C 5.787 3.197 -0.986  -0.62
S 4.366 2.367 -1.451  -0.01
C 2.729 0.159 0.724  -1.11
C 3.034 -0.707 -0.316  0.09
C 3.527 -1.966 0.136  -1.38
C 3.641 -2.010 1.486  -0.57
S 3.104 -0.569 2.234  0.04
C 1.688 2.360 1.572  0.07
C 0.683 3.252 1.333  -0.65
C 0.157 3.826 2.522  -0.88
C 0.770 3.358 3.642  -0.48
S 1.990 2.224 3.259  0.07
H 4.456 3.097 2.069  0.52
H 6.609 3.988 0.840  0.43
H 6.527 3.467 -1.724  0.48
H 3.086 -0.375 -1.343  0.68
H 3.812 -2.778 -0.519  0.48
H 3.992 -2.835 2.090  0.57
H 0.342 3.475 0.331  0.68
H -0.642 4.554 2.545  0.44
H 0.574 3.621 4.671  0.50
C 0.073 -0.997 4.473  -0.97
Si -0.546 -2.254 3.239  0.62
C 0.697 -3.583 2.850  -0.61
C -2.040 -3.119 3.940  -1.20
As -1.015 -1.029 1.243  0.45
Si -1.386 -2.834 -0.383  0.28
C -2.248 -2.277 -1.940  -0.88
C 0.284 -3.581 -0.764  -0.89
C -2.489 -4.071 0.475  -1.12
Si -3.113 0.109 1.511  0.47
C -2.672 1.893 1.801  -0.82
C -3.978 -0.515 3.036  -1.22
C -4.206 -0.191 0.038  -0.83
H -0.221 -1.309 5.480  0.46
H -0.326 0.005 4.303  0.18
H 1.162 -0.915 4.447  0.31
H 1.001 -4.047 3.794  0.46
H 1.588 -3.216 2.344  -0.24
H 0.250 -4.369 2.235  0.27
H -1.616 -3.794 4.696  0.39
H -2.599 -3.734 3.236  0.30
H -2.731 -2.457 4.456  0.39
H -2.100 -1.242 -2.232  -0.04
H -3.321 -2.451 -1.837  0.48
H -1.878 -2.910 -2.754  0.31
H 0.802 -3.036 -1.556  0.27
H 0.108 -4.600 -1.128  0.47
H 0.944 -3.640 0.103  0.10
H -3.359 -3.608 0.944  0.28
H -1.964 -4.669 1.224  0.32
H -2.857 -4.758 -0.296  0.46
H -2.118 1.985 2.740  0.19
H -3.595 2.475 1.902  0.49
H -2.069 2.355 1.021  0.18
H -3.381 -0.413 3.945  0.26
H -4.320 -1.547 2.949  0.31
H -4.866 0.117 3.160  0.41
H -3.769 0.121 -0.910  0.23
H -5.129 0.379 0.193  0.42
H -4.485 -1.245 -0.029  0.23

Atoms 1-2, force components in eV/Å:
0.1 0.5 -0.6
-0.1 -0.1 0.0

## Properties
Kohn-Sham gap (spin up / spin down)	7.095 / 7.376	eV
ΔE to the lowest compared entry with this formula, charge and spin	0.2329	eV
DFT total energy	-6748.7881	a.u.
lowest unoccupied orbital energy (spin up / spin down)	-3.18 / -3.50	eV
spin multiplicity	4
charge	+1

=====

(4)
The ion C4H8BrN2 with charge +1 at a distorted geometry, computed with wB97M-V/def2-TZVPD.

Last column: Mulliken charge in e.
CARTESIAN COORDINATES (ANGSTROEM)
C -0.390 2.087 -0.353  -0.79
N 0.062 0.556 -0.451  -0.11
C 1.341 0.038 0.218  -0.34
C 0.050 -0.330 0.724  -0.02
C -0.474 -1.775 0.556  -0.06
N -1.092 -1.983 -0.500  -0.44
Br -1.459 -3.731 -0.984  0.03
H -1.444 2.030 -0.214  0.37
H 0.048 2.559 0.472  0.34
H -0.186 2.690 -1.279  0.31
H -0.287 0.003 -1.278  0.36
H 2.119 0.747 0.525  0.29
H 1.900 -0.649 -0.447  0.25
H -0.182 0.135 1.676  0.40
H -0.007 -2.378 1.336  0.39

Atoms 1-2, force components in eV/Å:
0.0 -1.8 -2.1
-0.1 1.3 -0.1

## Properties
Kohn-Sham gap	10.522	eV
ΔE to the lowest compared entry with this formula, charge and spin	3.7650	eV
DFT total energy	-2840.3818	a.u.
lowest unoccupied orbital energy	-3.33	eV
charge	+1

=====

(5)
An isolated molecule of C13H20N2O3Si at a distorted geometry, computed with wB97M-V/def2-TZVPD.

Last column: Mulliken charge in e.
CARTESIAN COORDINATES (ANGSTROEM)
C 1.773 3.098 2.990  -0.42
C 2.185 3.343 1.748  -0.62
C 2.667 2.242 0.898  -0.55
C 2.524 0.895 1.405  0.62
N 2.766 -0.110 0.511  -0.34
C 2.192 -1.460 0.495  -1.09
Si 0.389 -1.250 -0.338  0.67
O 0.516 -0.016 -1.522  -0.28
C -0.446 0.969 -1.851  -0.41
C -1.735 0.380 -2.574  -0.77
N -2.392 -0.625 -1.671  0.17
C -2.448 -2.114 -1.887  -0.92
C -1.042 -2.654 -1.937  -0.30
O -0.381 -2.716 -0.713  -0.53
C -2.827 -0.237 -0.296  -0.97
C -1.970 -0.859 0.899  -0.43
O -0.609 -0.584 0.782  -0.24
C 2.012 0.729 2.693  -0.09
C 1.677 1.805 3.475  -0.57
H 1.418 3.903 3.631  0.34
H 2.384 4.321 1.337  0.38
H 2.905 2.413 -0.105  0.40
H 3.162 0.094 -0.450  0.27
H 2.702 -2.171 -0.236  0.32
H 2.106 -1.971 1.397  0.35
H 0.056 1.671 -2.499  0.43
H -0.553 1.674 -1.029  0.28
H -1.260 -0.078 -3.483  0.30
H -2.558 1.074 -2.838  0.37
H -2.889 -2.642 -1.019  0.28
H -2.922 -2.379 -2.797  0.49
H -1.121 -3.707 -2.302  0.39
H -0.375 -2.063 -2.590  0.28
H -2.899 0.859 -0.196  0.35
H -3.822 -0.581 -0.084  0.45
H -2.096 -1.956 0.822  0.30
H -2.354 -0.531 1.838  0.49
H 1.994 -0.324 3.057  0.25
H 1.271 1.556 4.439  0.36

Atoms 1-2, force components in eV/Å:
-1.4 0.5 2.6
3.0 -2.0 -4.0

## Properties
Kohn-Sham gap	8.077	eV
ΔE to the lowest compared entry with this formula, charge and spin	1.4590	eV
DFT total energy	-1132.1247	a.u.
lowest unoccupied orbital energy	0.79	eV
charge	0

=====

(6)
An isolated molecule of C4H2F2O at a distorted geometry, computed with wB97M-V/def2-TZVPD.

Last column: Mulliken charge in e.
CARTESIAN COORDINATES (ANGSTROEM)
F 2.249 -1.080 0.025  -0.24
C 1.118 -0.497 0.060  0.42
C 0.729 0.773 -0.054  -0.54
C -0.664 0.748 -0.029  -0.19
C -1.041 -0.595 -0.087  0.35
F -2.246 -1.034 0.084  -0.24
O 0.052 -1.356 -0.117  -0.26
H 1.334 1.698 0.207  0.30
H -1.530 1.344 -0.088  0.41

Atoms 1-2, force components in eV/Å:
1.8 -0.9 0.1
-2.0 -0.4 -1.3

## Properties
Kohn-Sham gap	9.435	eV
ΔE to the lowest compared entry with this formula, charge and spin	0.8059	eV
DFT total energy	-428.5242	a.u.
lowest unoccupied orbital energy	0.90	eV
charge	0

=====

(7)
The ion C5H12NO with charge -1 at a distorted geometry, computed with wB97M-V/def2-TZVPD.

Last column: Mulliken charge in e.
CARTESIAN COORDINATES (ANGSTROEM)
C -1.930 1.294 -0.996  -1.15
C -1.794 0.286 0.054  -0.51
C -0.259 0.271 0.530  0.14
C 0.128 0.609 1.997  -1.48
N 0.238 -1.150 0.138  -0.38
C 1.303 -1.123 -1.032  -0.34
O 2.506 -0.493 -0.706  -0.89
H -1.771 2.394 -0.652  0.25
H -1.137 1.332 -1.754  0.31
H -2.822 1.382 -1.693  0.32
H -2.382 0.629 0.897  0.24
H -2.119 -0.649 -0.241  0.43
H 0.309 0.855 -0.176  0.34
H 1.303 0.554 2.072  0.34
H -0.294 0.131 2.853  0.37
H -0.129 1.693 2.035  0.39
H 0.442 -1.545 1.106  0.21
H 0.717 -0.576 -1.804  0.16
H 1.484 -2.227 -1.283  0.24

Atoms 1-2, force components in eV/Å:
-0.2 4.2 -2.9
1.8 2.3 2.4

## Properties
Kohn-Sham gap	6.317	eV
ΔE to the lowest compared entry with this formula, charge and spin	1.8975	eV
DFT total energy	-327.6263	a.u.
lowest unoccupied orbital energy	3.89	eV
charge	-1

=====

(8)
A cluster of 2 separate species, CH6BrN3O5PS in total at a distorted geometry, computed with wB97M-V/def2-TZVPD.

Last column: Mulliken charge in e.
CARTESIAN COORDINATES (ANGSTROEM)
N 0.607 1.240 -0.527  -0.17
C 0.891 0.011 -0.940  0.47
N 1.965 -0.544 -0.426  -0.28
N 0.177 -0.697 -1.882  -0.41
P -1.616 -0.617 -1.850  0.11
O -1.857 -0.296 -0.338  -0.15
Br -2.061 1.322 -2.957  -0.25
H 1.323 1.922 -0.720  0.26
H -0.277 1.604 -0.826  0.10
H 2.513 -0.040 0.244  0.22
H 2.271 -1.451 -0.703  0.18
H 0.348 -1.686 -1.738  0.38
H -1.953 0.631 -0.085  0.35
O 0.100 -0.099 3.924  -0.74
S -0.469 -0.290 2.575  1.20
O -0.199 0.942 1.730  -0.73
O -1.941 -0.495 2.631  -0.76
O 0.179 -1.457 1.888  -0.77

Atoms 1-2, force components in eV/Å:
-0.1 0.5 -2.2
0.7 -0.4 0.2

## Properties
Kohn-Sham gap	4.945	eV
DFT total energy	-3895.7875	a.u.
lowest unoccupied orbital energy	2.14	eV
charge	-1

=====

> Among the records above, which one has the highest DFT total energy?

C5H12NO